<1>
20
Properties=species:S:1:pos:R:3 method="wB97M-V/def2-TZVPD" smiles=Cc1c[nH]cn1.CC homo_lumo_gap_ev=9.42 total_charge=0 homo_ev=-8.50
C 3.446 0.205 1.057
C 2.531 -0.164 2.366
H 4.374 -0.198 1.049
H 2.893 -0.198 0.251
H 3.605 1.264 0.991
H 2.641 -1.240 2.446
H 1.541 0.268 2.235
H 2.917 0.263 3.299
C -1.602 -0.215 1.396
C -0.173 -0.021 -1.869
C -1.402 -0.006 -0.033
C -2.281 0.168 -1.119
N -0.173 -0.057 -0.535
N -1.469 0.052 -2.238
H 0.726 -0.052 -2.591
H -1.898 0.232 -3.106
H -3.345 0.478 -1.212
H -2.598 0.132 1.545
H -0.981 0.485 2.132
H -1.495 -1.203 1.590

<2>
20
Properties=species:S:1:pos:R:3 method="wB97M-V/def2-TZVPD" smiles=C[C@@]12CNC[C@]1(C)N2 homo_lumo_gap_ev=9.36 total_charge=0 homo_ev=-8.30
C -2.065 -0.285 -0.171
C -0.678 -0.590 0.360
C -0.180 0.644 1.173
C 0.400 0.756 -1.223
C 0.561 -0.605 -0.498
C 1.929 -0.588 0.238
H -2.251 0.782 -0.232
H -2.885 -0.700 0.433
H -2.105 -0.739 -1.118
H 0.614 0.377 1.881
H -0.947 1.124 1.735
H -0.431 2.285 -0.183
H 1.286 1.036 -1.883
H -0.444 0.869 -1.831
H 2.011 -1.002 1.269
H 2.304 0.439 0.285
H 2.663 -1.113 -0.342
H 0.239 -2.449 0.331
N 0.219 1.563 0.038
N -0.240 -1.803 -0.261

Stability ranking, top entry: <1>; the second entry is 0.1143 hartree less favorable.

<1>
20
Properties=species:S:1:pos:R:3 method="wB97M-V/def2-TZVPD" smiles=CC(C)[C@](C)(N)C#N homo_lumo_gap_ev=10.70 total_charge=0 homo_ev=-9.75
C -0.831 0.991 1.141
C 0.170 0.889 -1.628
C -1.308 -0.951 -1.160
C 1.506 0.552 1.031
C 0.011 -0.393 -0.798
C 0.125 -0.065 0.719
N -1.591 1.646 1.701
N -0.026 -1.288 1.425
H -0.095 0.748 -2.705
H -0.384 1.810 -1.136
H 1.199 1.273 -1.447
H -1.533 -1.794 -0.522
H -2.137 -0.234 -0.675
H -1.457 -1.275 -2.214
H 1.735 1.328 0.306
H 1.640 0.973 2.158
H 2.395 -0.102 0.961
H 0.848 -1.047 -1.035
H 0.698 -1.521 2.113
H -0.966 -1.539 1.764

<2>
20
Properties=species:S:1:pos:R:3 method="wB97M-V/def2-TZVPD" smiles="CCC[C@@H]1CC=NN1" homo_lumo_gap_ev=9.26 total_charge=0 homo_ev=-8.23
C 1.239 0.563 -1.607
C 0.374 1.624 -0.843
C 0.079 1.483 0.785
C -0.566 0.006 1.094
C 0.387 -1.284 0.897
C -0.618 -2.207 0.044
H 1.065 0.847 -2.551
H 0.920 -0.483 -1.517
H 2.408 0.289 -1.328
H 0.707 2.700 -0.928
H -0.727 1.295 -1.192
H 1.073 1.797 1.416
H -0.740 2.190 1.044
H -0.838 0.000 2.232
H 0.868 -2.010 1.654
H 1.313 -1.262 0.200
H -0.294 -3.069 -0.550
H -2.910 -0.191 0.433
N -1.739 -1.750 0.023
N -2.001 -0.540 0.692

<3>
20
Properties=species:S:1:pos:R:3 method="wB97M-V/def2-TZVPD" homo_lumo_gap_ev=8.82 total_charge=0 homo_ev=-7.79
C -0.833 -0.109 0.877
C 0.481 0.103 1.107
C -1.588 -0.485 -0.365
C -2.555 0.661 -0.725
C 1.586 1.236 -0.624
C 2.175 -1.975 0.635
N 1.458 0.078 0.023
N 2.186 -1.027 -0.282
H -1.445 0.145 1.748
H 0.754 0.588 2.027
H -0.945 -0.701 -1.235
H -2.967 1.225 0.127
H -3.255 0.257 -1.382
H -2.197 1.484 -1.252
H 2.483 1.802 -0.389
H 1.818 1.164 -1.697
H 0.748 1.878 -0.399
H 2.518 -2.947 0.316
H 1.724 -2.008 1.678
H -2.146 -1.371 -0.188

Stability ranking, top entry: <1>; the second entry is 0.0805 hartree less favorable.

<1>
20
Properties=species:S:1:pos:R:3 method="wB97M-V/def2-TZVPD" smiles=Cc1c[nH]cn1.CC homo_lumo_gap_ev=9.55 total_charge=0 homo_ev=-8.60
C 1.103 1.715 -0.206
C 1.841 -0.885 2.051
C 1.230 0.819 0.921
C 0.807 1.067 2.174
N 1.886 -0.409 0.785
N 1.164 0.005 2.974
H 2.170 -1.873 2.301
H 1.362 0.038 3.901
H 0.320 1.921 2.685
H 1.974 2.215 -0.354
H 0.199 2.415 -0.125
H 0.808 1.232 -1.152
C -2.542 -0.651 -1.830
C -1.157 -1.457 -2.180
H -2.451 -0.294 -0.789
H -2.477 0.335 -2.373
H -3.497 -1.237 -1.900
H -0.394 -0.616 -2.216
H -1.165 -2.077 -3.169
H -1.181 -2.264 -1.497

<2>
20
Properties=species:S:1:pos:R:3 method="wB97M-V/def2-TZVPD" homo_lumo_gap_ev=9.71 total_charge=0 homo_ev=-8.74
C 0.606 0.411 -0.795
C 1.220 0.565 -1.911
C -0.482 0.171 1.460
C -0.400 1.029 0.152
C -1.846 1.100 -0.403
C 0.795 -2.067 0.009
N 0.766 -0.492 1.649
N 1.373 -0.850 0.348
H 1.979 -0.074 -2.384
H 1.029 1.441 -2.553
H -0.905 0.758 2.214
H -1.252 -0.693 1.332
H -0.175 2.093 0.278
H -2.180 0.146 -0.799
H -1.674 1.930 -1.103
H -2.258 1.495 0.435
H 1.056 -2.233 -0.950
H 1.250 -2.781 0.733
H -0.279 -2.018 0.105
H 1.374 0.068 2.182

Stability ranking, top entry: <1>; the second entry is 0.1056 hartree less favorable.

<1>
20
Properties=species:S:1:pos:R:3 method="wB97M-V/def2-TZVPD" homo_lumo_gap_ev="10.35 / 6.67" total_charge=+1 s2=0.76 multiplicity=2 homo_ev="-14.74 / -14.72"
C 0.198 -1.783 0.666
C 0.609 -1.409 -0.611
N -0.174 -1.085 -1.629
H -0.803 -2.066 0.961
H 0.876 -1.603 1.491
H 1.662 -1.168 -0.787
H -1.189 -1.147 -1.479
H 0.122 -1.568 -2.488
H -2.312 -0.700 0.705
H -3.430 0.290 0.358
O -2.802 -0.330 -0.034
H 2.954 1.783 -0.525
H 1.839 1.043 0.201
O 2.355 1.036 -0.626
H 0.360 1.666 1.168
H 0.650 1.222 2.631
O 1.084 1.503 1.813
H -0.093 1.439 -1.141
H -1.352 1.161 -0.336
O -0.553 1.715 -0.338

<2>
20
Properties=species:S:1:pos:R:3 method="wB97M-V/def2-TZVPD" homo_lumo_gap_ev="7.28 / 5.72" total_charge=+1 s2=0.76 multiplicity=2 homo_ev="-13.96 / -13.96"
C -0.952 0.456 -2.682
C 1.014 1.280 -1.784
N 0.340 0.231 -2.007
H -1.176 -0.423 -3.285
H -0.962 1.460 -3.113
H -1.842 0.562 -2.045
H 1.347 1.629 -0.791
H 1.408 1.851 -2.635
H -0.819 1.016 2.712
H -0.515 -0.371 2.326
O -0.064 0.396 2.716
H -0.332 -2.909 2.119
H -0.732 -2.207 0.984
O -0.956 -2.215 1.935
H 0.813 3.100 1.842
H 1.315 1.712 2.063
O 1.336 2.425 1.386
H -0.365 -1.616 -1.576
H 0.137 -2.893 -1.161
O -0.427 -2.178 -0.807

Stability ranking, top entry: <1>; the second entry is 0.0845 hartree less favorable.

<1>
6
Properties=species:S:1:pos:R:3 method="wB97M-V/def2-TZVPD" homo_lumo_gap_ev="7.68 / 7.92" total_charge=0 homo_ev="-8.61 / -9.35"
C 0.577 -0.148 -0.090
N 0.822 -1.372 0.174
O 1.680 -2.114 -0.014
O 3.122 0.318 -0.143
S 1.824 0.964 0.111
H -0.382 0.119 0.043

<2>
6
Properties=species:S:1:pos:R:3 method="wB97M-V/def2-TZVPD" smiles="O=NC(=O)S" homo_lumo_gap_ev="7.78 / 8.03" total_charge=0 homo_ev="-10.13 / -10.09"
C -0.621 1.143 0.816
N -1.697 1.644 1.422
O 0.491 1.151 1.274
O -2.261 2.678 1.741
S -0.724 -0.283 -0.640
H 0.532 -0.639 -0.439

Stability ranking, top entry: <2>; the second entry is 0.0034 hartree less favorable.

<1>
15
Properties=species:S:1:pos:R:3 method="wB97M-V/def2-TZVPD" smiles="CN(C)[N+](C)=O" homo_lumo_gap_ev="8.52 / 8.53" total_charge=+1 homo_ev="-15.23 / -15.23"
C 0.247 1.768 0.568
C 1.332 -0.336 -0.455
C -1.070 -1.472 -0.309
N 0.258 0.387 0.115
N -0.875 -0.188 0.137
O -2.158 0.406 1.066
H 0.279 2.456 -0.211
H -0.628 1.853 1.152
H 1.199 1.872 1.119
H 1.694 -1.028 0.263
H 1.016 -0.769 -1.373
H 2.110 0.399 -0.597
H -0.267 -2.215 -0.033
H -1.070 -1.420 -1.447
H -2.066 -1.715 0.006

<2>
15
Properties=species:S:1:pos:R:3 method="wB97M-V/def2-TZVPD" smiles="N[C@H](C=O)C[NH3+]" homo_lumo_gap_ev=10.95 total_charge=+1 homo_ev=-14.55
C 1.999 0.267 -0.209
C -0.470 0.750 -0.163
C 0.582 -0.126 -0.857
N -0.533 0.084 1.125
N 0.413 -1.486 -0.354
O 2.062 0.727 0.891
H 2.812 0.066 -0.820
H -1.403 0.722 -0.874
H -0.288 1.795 -0.126
H 0.732 0.057 -1.989
H -1.453 0.113 1.657
H 0.110 0.424 1.884
H 1.394 -1.903 -0.118
H -0.123 -2.185 -0.849
H -0.291 -0.880 0.688

<3>
15
Properties=species:S:1:pos:R:3 method="wB97M-V/def2-TZVPD" smiles=C[N@H+]1CNOC1 homo_lumo_gap_ev=11.29 total_charge=+1 homo_ev=-14.82
C -0.046 -0.573 -1.206
C 0.169 -0.524 1.173
C 0.203 1.667 0.131
N -0.184 -1.864 -0.801
N -0.324 0.291 0.039
O 0.383 -1.900 0.447
H 1.005 -0.425 -1.284
H -0.525 -0.303 -2.114
H 1.159 -0.063 1.486
H -0.538 -0.620 2.015
H 1.220 1.668 0.772
H 0.515 1.919 -0.874
H -0.495 2.350 0.589
H -1.250 -2.102 -0.605
H -1.291 0.479 0.231

Stability ranking, top entry: <2>; the second entry is 0.0764 hartree less favorable.

<1>
21
Properties=species:S:1:pos:R:3 method="wB97M-V/def2-TZVPD" homo_lumo_gap_ev=8.67 total_charge=0 homo_ev=-8.09
C 0.673 -1.041 -0.497
C 0.527 0.891 0.740
C 1.414 -0.113 0.174
C -0.651 -0.862 -0.244
C -0.815 0.312 0.487
C 2.946 0.133 0.008
C -1.628 -1.836 -0.837
C -2.032 0.982 0.980
N 0.187 1.550 -0.647
O 0.156 2.723 -0.596
H 1.061 -1.879 -1.005
H 0.831 1.478 1.664
H 3.189 0.530 -0.985
H 3.358 -0.800 -0.038
H 3.497 0.683 0.801
H -1.083 -2.197 -1.847
H -2.509 -1.353 -1.165
H -1.962 -2.657 -0.147
H -1.999 1.316 1.938
H -3.009 0.317 0.842
H -2.152 1.821 0.374

<2>
21
Properties=species:S:1:pos:R:3 method="wB97M-V/def2-TZVPD" homo_lumo_gap_ev=9.07 total_charge=0 homo_ev=-8.68
C 1.841 -0.122 -0.429
C -1.601 -2.405 -0.297
C -1.783 1.945 0.297
C -1.658 -0.949 -0.242
C -0.855 1.310 -0.420
C 1.771 0.786 0.707
C 2.945 1.027 1.340
C -0.695 -0.115 -0.589
N 0.651 -0.560 -0.882
O 2.818 -0.563 -0.979
H -1.427 -2.762 0.762
H -0.607 -2.642 -0.793
H -1.860 3.017 0.234
H -2.507 1.487 0.823
H -2.585 -0.559 -0.011
H -0.269 1.927 -1.054
H 0.766 1.090 0.938
H -2.438 -3.014 -0.777
H 3.785 0.582 0.785
H 3.041 1.767 2.181
H 0.668 -1.247 -1.596

Stability ranking, top entry: <2>; the second entry is 0.0893 hartree less favorable.

<1>
10
Properties=species:S:1:pos:R:3 method="wB97M-V/def2-TZVPD" homo_lumo_gap_ev=9.49 total_charge=0 homo_ev=-8.92
C 0.051 -0.105 0.566
C 1.252 -0.053 -0.368
C -1.311 0.237 0.120
S 0.840 -1.700 -0.192
Br 2.982 0.548 0.057
H 0.132 -0.251 1.642
H 0.812 0.415 -1.734
H -1.898 -0.553 0.642
H -1.386 0.186 -1.066
H -1.473 1.276 0.334

<2>
10
Properties=species:S:1:pos:R:3 method="wB97M-V/def2-TZVPD" smiles="S=CBr.C=C" homo_lumo_gap_ev=8.54 total_charge=0 homo_ev=-9.31
C 0.885 1.819 -0.176
C -0.852 -0.880 -0.382
C -0.212 -1.684 0.387
S 0.236 2.921 -1.135
Br 0.488 1.903 1.758
H 1.627 0.998 -0.501
H -1.617 -0.231 0.113
H -0.470 -1.740 1.413
H -0.605 -0.936 -1.369
H 0.522 -2.171 -0.109

Stability ranking, top entry: <2>; the second entry is 0.0096 hartree less favorable.

<1>
10
Properties=species:S:1:pos:R:3 method="wB97M-V/def2-TZVPD" smiles="CN=[S@@H](=O)O" homo_lumo_gap_ev=10.57 total_charge=0 homo_ev=-9.94
C 1.187 -0.837 -0.537
N 0.527 0.436 -0.733
O -0.946 2.184 0.331
O -1.900 0.096 0.674
S -0.504 0.812 0.330
H 1.256 -0.981 0.475
H 0.511 -1.689 -0.919
H 2.246 -0.736 -1.091
H -2.425 0.198 -0.087
H 0.049 0.519 1.559

<2>
10
Properties=species:S:1:pos:R:3 method="wB97M-V/def2-TZVPD" homo_lumo_gap_ev="7.14 / 8.84" total_charge=0 homo_ev="-8.05 / -8.67"
C -1.404 -1.559 0.301
N 1.398 1.024 -1.576
O -0.102 0.839 2.822
O -0.952 -0.772 1.252
S -0.024 0.558 1.427
H -0.995 -1.600 -0.692
H -2.090 -2.308 0.602
H 0.880 0.653 -0.810
H 2.347 1.366 -1.282
H 0.943 1.798 -2.044

Stability ranking, top entry: <1>; the second entry is 0.0171 hartree less favorable.

<1>
10
Properties=species:S:1:pos:R:3 method="wB97M-V/def2-TZVPD" homo_lumo_gap_ev=9.78 total_charge=0 homo_ev=-9.07
C 1.230 -0.463 0.036
N -2.169 0.636 0.213
O 1.031 0.854 -0.569
O -0.109 -1.042 0.313
S -1.384 -0.448 -0.589
H 1.774 -0.371 0.923
H 0.626 1.392 0.085
H 1.806 -1.125 -0.734
H -2.296 1.603 -0.154
H -2.202 -1.621 -0.308

<2>
10
Properties=species:S:1:pos:R:3 method="wB97M-V/def2-TZVPD" homo_lumo_gap_ev="9.22 / 9.22" total_charge=0 homo_ev="-10.07 / -10.07"
C -0.163 -1.376 -0.089
N 0.247 1.725 0.769
O -1.512 0.648 -1.402
O -2.415 -0.033 0.828
S -1.303 0.152 -0.034
H -0.533 -2.067 -0.850
H 0.674 -1.093 -0.546
H -0.073 -1.935 0.794
H -0.540 2.308 1.041
H 0.426 1.985 -0.170

Stability ranking, top entry: <1>; the second entry is 0.0028 hartree less favorable.

<1>
13
Properties=species:S:1:pos:R:3 method="wB97M-V/def2-TZVPD" homo_lumo_gap_ev="6.85 / 7.24" total_charge=0 s2=2.01 multiplicity=3 homo_ev="-5.99 / -9.77"
C 1.018 0.032 -0.264
C -1.199 2.061 -0.086
C -0.572 -1.638 0.635
C 0.223 -0.543 0.748
N 1.685 1.106 -0.053
N -2.071 1.348 -0.162
O -1.006 -2.177 -0.546
H 1.195 -0.238 -1.350
H -0.169 2.590 -0.015
H -1.029 -2.192 1.435
H 0.383 -0.135 1.730
H 2.340 1.359 -0.817
H -0.797 -1.573 -1.254

<2>
13
Properties=species:S:1:pos:R:3 method="wB97M-V/def2-TZVPD" homo_lumo_gap_ev="9.39 / 8.61" total_charge=0 s2=2.01 multiplicity=3 homo_ev="-8.41 / -8.60"
C 0.442 0.152 -1.498
C 1.384 1.058 -1.348
C 0.868 0.512 0.732
C -0.899 -1.202 0.208
N -1.276 0.457 2.388
N 0.184 -0.295 -0.129
O 1.628 1.302 0.104
H -0.129 -0.110 -2.392
H 2.135 1.594 -1.969
H -1.785 -0.530 0.060
H -0.881 -2.093 -0.566
H -0.837 -1.669 1.214
H -0.836 0.822 3.195

Stability ranking, top entry: <1>; the second entry is 0.0328 hartree less favorable.

<1>
8
Properties=species:S:1:pos:R:3 method="wB97M-V/def2-TZVPD" smiles="NPC(=O)[O-]" homo_lumo_gap_ev=8.22 total_charge=-1 homo_ev=-3.70
C -0.150 -2.153 -0.533
N 0.324 0.602 0.240
O 0.920 -1.971 -1.049
O -0.893 -3.183 -0.410
P -0.755 -0.727 0.649
H 0.753 0.942 1.204
H 0.919 0.094 -0.464
H -2.032 -0.535 -0.121

<2>
8
Properties=species:S:1:pos:R:3 method="wB97M-V/def2-TZVPD" homo_lumo_gap_ev=6.76 total_charge=-1 homo_ev=-2.27
C -2.763 -0.338 -0.394
N 1.577 -0.241 -0.303
O -2.335 -1.038 0.413
O -0.751 1.070 -0.590
P 0.090 0.467 0.495
H 1.013 -0.915 -0.758
H 2.329 -0.669 0.174
H 0.840 1.664 0.964

Stability ranking, top entry: <1>; the second entry is 0.0333 hartree less favorable.